1.
Molecular formula: C10H6B2NO22
Method: DFT, ωB97M-V/def2-TZVPD

Total charge ... -3
Orbital gap ... 7.14 eV
Relative energy (zero: lowest compared OMol25 entry of this formula, charge and spin) ... 0.00 kcal/mol

```
41
C10H6B2NO22 (ωB97M-V/def2-TZVPD)
N 1.1899 -0.2294 -1.3977
H 1.6227 0.6734 -1.7322
H 1.9465 -0.8969 -1.2116
H 0.6397 -0.6782 -2.1256
H 0.6519 -0.2361 -0.4984
O 0.2104 -2.9766 5.3772
C 1.2360 -2.8009 4.7859
O 1.3966 -2.1770 3.6353
B 2.8359 -2.1147 3.2711
O 3.4818 -3.0131 4.2445
C 2.6311 -3.3330 5.1935
O 2.9142 -3.9465 6.1901
O 3.0237 -2.4658 1.8538
C 3.3457 -1.4117 1.1360
O 3.5549 -1.4229 -0.0508
C 3.5764 -0.2457 2.1290
O 3.3544 -0.7373 3.3452
O 4.0111 0.8330 1.8703
O -4.4693 3.8103 -3.0620
C -4.4785 2.6245 -2.8901
O -3.7691 1.9542 -2.0009
B -4.0272 0.5027 -2.1381
O -5.1144 0.4172 -3.1349
C -5.3109 1.5928 -3.6939
O -6.0304 1.8461 -4.6214
O -4.4485 -0.0448 -0.8254
C -3.5954 -0.9897 -0.4502
O -3.6732 -1.6930 0.5105
C -2.4701 -1.0196 -1.4934
O -2.8035 -0.2387 -2.5127
O -1.4772 -1.6917 -1.4213
O -1.3820 1.1445 2.5667
C -0.5404 1.3265 1.4871
O -0.4407 2.4909 1.0713
O -0.0481 0.2817 0.9973
H -1.7230 2.0373 2.6889
O 3.2518 2.3557 -4.3724
C 2.7401 2.8981 -3.1828
O 2.3377 2.0271 -2.3493
O 2.6159 4.1164 -3.1003
H 3.2336 1.4305 -4.0884
```

---

2.
Molecular formula: C10H6IrN3OS7Se
Method: DFT, ωB97M-V/def2-TZVPD

Orbital gap ... 4.39 eV
Relative energy (zero: lowest compared OMol25 entry of this formula, charge and spin) ... 0.00 kcal/mol

```
29
C10H6IrN3OS7Se (ωB97M-V/def2-TZVPD)
Ir -0.5609 -0.2678 -0.7183
S 3.0126 -5.0384 -4.8643
C 2.2114 -3.9592 -3.9263
S 2.8110 -3.3794 -2.4078
C 1.4824 -2.3073 -2.0341
C 0.4748 -2.2807 -2.9190
S -0.9399 -1.2729 -2.7620
S 0.6574 -3.3066 -4.3229
S 1.5603 -1.2945 -0.6176
Se -1.3760 -3.3715 2.0316
N -0.7740 -2.6256 3.5127
C -0.4605 -1.3749 3.2183
C 0.1243 -0.3904 4.0715
C 0.4236 0.8123 3.5188
C 0.1630 1.0884 2.1377
N -0.3919 0.2282 1.3342
C -0.6947 -0.9985 1.8646
N -1.1850 -1.9066 1.0496
H 0.3337 -0.6153 5.1080
H 0.8759 1.5929 4.1135
H 0.4244 2.0481 1.7089
C -0.8294 4.6792 -1.1687
O -1.8202 3.6459 -1.0837
C -1.4137 2.3946 -1.0810
S -2.5272 1.1578 -0.9630
S 0.2102 1.9178 -1.2356
H -1.3793 5.6138 -1.1632
H -0.2550 4.5827 -2.0899
H -0.1573 4.6277 -0.3121
```

---

3.
Molecular formula: C10H6LuNO5S
Method: DFT, ωB97M-V/def2-TZVPD

Total charge ... +2
Orbital gap (alpha / beta) ... 6.23 / 6.56 eV

```
24
C10H6LuNO5S (ωB97M-V/def2-TZVPD)
O 2.1518 -1.4648 -1.8333
C 1.5010 -1.2497 -0.8814
Lu 0.1196 -0.4387 0.8724
O 0.4957 -3.7244 -0.4841
C 0.4157 -2.6066 -0.1365
C -0.3387 1.3974 -1.4055
O -0.1707 1.4450 -0.0859
C -0.2971 0.1548 -2.0220
O -0.4033 -0.5289 -2.9879
C 2.4814 -0.1459 1.1853
O 3.6198 0.0540 1.1530
H -0.5237 2.3067 -2.0093
S -2.2272 -0.6973 2.0309
C -2.2645 0.9793 2.4415
N -2.7698 1.8761 1.5228
C -2.9844 3.1912 1.8098
C -2.6214 3.6802 3.0526
C -1.9915 2.8242 3.9738
C -1.8000 1.4788 3.6675
H -3.0416 1.5168 0.5974
H -3.4375 3.7875 1.0204
H -2.8100 4.7264 3.2954
H -1.6606 3.2128 4.9342
H -1.3350 0.7664 4.3474
```

---

4.
Molecular formula: C10H6N2O4V
Method: DFT, ωB97M-V/def2-TZVPD

Total charge ... +2
Orbital gap (alpha / beta) ... 6.30 / 6.38 eV
2S+1 ... 4

```
23
C10H6N2O4V (ωB97M-V/def2-TZVPD)
V 0.0029 0.2510 -0.0887
C -0.0371 1.9052 0.8311
O -0.1288 2.9181 1.4071
C -0.0277 0.9413 -1.8897
O -0.0899 1.4040 -2.9601
C -1.7922 -0.4047 0.0480
O -2.9026 -0.7409 0.1942
C 1.7824 -0.5158 0.0789
O 2.8597 -0.9529 0.1979
H -0.0775 -2.6883 -1.6600
H -0.0780 -2.2511 -2.2724
N -0.5832 -1.4695 7.4438
C -0.3409 -1.3761 6.3015
C -0.1002 -1.1827 4.8871
C -0.9514 -1.7616 3.9436
C -0.7873 -1.4374 2.5937
N 0.0291 -0.4511 2.1890
C 0.8769 0.0813 3.0857
C 0.8874 -0.3146 4.4307
H -1.7379 -2.4509 4.2386
H -1.3749 -1.9717 1.8470
H 1.5871 0.8494 2.7631
H 1.6299 0.0739 5.1242
```

---

5.
Molecular formula: C10H6N2O5Yb
Method: DFT, ωB97M-V/def2-TZVPD

Total charge ... +3
Orbital gap (alpha / beta) ... 8.99 / 4.13 eV
2S+1 ... 2
Relative energy (zero: lowest compared OMol25 entry of this formula, charge and spin) ... 0.00 kcal/mol

```
24
C10H6N2O5Yb (ωB97M-V/def2-TZVPD)
O 0.0636 5.0874 -2.5661
C 0.0129 3.9537 -2.6820
Yb 0.0077 -0.9622 -1.7526
O 0.0048 0.1805 -5.1474
C 0.0126 -0.1529 -4.0474
C -0.0263 -3.3364 -2.3085
O -0.0568 -4.4551 -2.5780
C -2.1731 -0.1727 -2.3033
O -3.2365 0.1944 -2.5371
C 2.1824 -0.1702 -2.3395
O 3.2393 0.2255 -2.5801
N 0.0022 0.0163 4.4398
C 0.0037 -0.0061 3.0767
C 0.7583 -0.9729 2.3681
C 0.7143 -0.9880 0.9735
N -0.0598 -0.0976 0.2908
C -0.7504 0.8667 0.9506
C -0.7420 0.9355 2.3294
H 0.5200 -0.6574 4.9877
H -0.5332 0.6868 4.9712
H 1.3742 -1.7100 2.8859
H 1.3179 -1.7411 0.4189
H -1.3222 1.5639 0.3315
H -1.3135 1.7118 2.8180
```

---

6.
Molecular formula: C10H6O2
Method: DFT, ωB97M-V/def2-TZVPD

Orbital gap (alpha / beta) ... 6.61 / 6.12 eV
2S+1 ... 3

```
18
C10H6O2 (ωB97M-V/def2-TZVPD)
C 0.3446 -1.9093 -1.3860
C 0.2046 -2.1453 -0.0405
C 0.1121 -0.6207 -1.9366
C -0.2115 -1.1761 0.8456
C -0.3443 0.3829 -1.1186
C -0.6485 -0.0414 0.2095
C 0.2156 -0.8168 2.2546
C -0.8822 2.4817 0.3503
C 0.1090 1.7420 -0.5837
C -0.3565 1.2460 0.8654
O 0.3868 -1.7310 3.0542
O 0.4163 0.4503 2.3934
H 0.7095 -2.6859 -2.1043
H 0.6986 -3.1629 0.3142
H 0.5000 -0.2836 -2.9187
H -0.3365 3.4076 0.5792
H -1.9260 2.6703 -0.0605
H 1.0082 2.1921 -0.7177
```

---

7.
Molecular formula: C10H72BrFN4O28PS
Method: DFT, ωB97M-V/def2-TZVPD

Total charge ... +1
Orbital gap ... 7.50 eV

```
118
C10H72BrFN4O28PS (ωB97M-V/def2-TZVPD)
C -2.3118 3.6747 4.0620
C -1.9204 3.4066 2.4976
P -0.0579 2.9350 2.5465
C 0.8549 3.8929 1.1743
N -0.0223 1.1729 2.2650
C -0.3537 0.3588 1.1231
N -0.8121 0.8156 -0.0437
F -1.0763 2.1035 -0.3377
C -1.0502 -0.2152 -1.1233
C 0.3247 -0.9250 -1.5961
C 0.1631 -1.7382 -2.9888
Br 1.8629 0.3540 -1.7194
N -0.0676 -0.9903 1.5751
C 0.3789 -1.0025 2.9434
C 0.7966 -2.2102 3.8871
C 0.9727 -3.5086 2.9350
O 0.1558 -4.4658 2.9755
N 0.4057 0.3892 3.3181
S 0.8216 1.1810 4.8050
H -3.2850 4.2634 4.1836
H -2.3324 2.6522 4.5993
H -1.3998 4.2413 4.4908
H -2.5620 2.5655 2.0755
H -2.0633 4.4142 1.9748
H 0.0737 4.3026 0.4516
H 1.3199 4.8020 1.7013
H 1.7027 3.3141 0.6865
H -1.6811 0.1790 -1.9831
H -1.6600 -1.0463 -0.6055
H 0.5982 -1.7259 -0.8128
H 0.1144 -2.8774 -2.8167
H 1.0517 -1.4946 -3.6713
H -0.7805 -1.4212 -3.5438
H 1.7957 -1.9051 4.3769
H 0.0147 -2.4036 4.7027
H 1.8735 -3.4985 2.2251
H 2.1923 1.3996 4.8796
O 1.4313 -5.3585 -0.2085
H 0.8417 -5.2796 0.5541
H 2.3166 -5.3115 0.1750
O 3.9185 2.6873 -2.5814
H 4.6110 2.8729 -1.9348
H 3.3000 2.1159 -2.1060
O 0.6597 5.6819 4.3875
H 1.5905 5.8389 4.5997
H 0.1802 6.2094 5.0390
O -3.7474 -1.4592 -1.3628
H -4.4291 -1.0591 -0.8058
H -4.0113 -2.3870 -1.4260
O 2.3013 -5.7020 -3.1313
H 1.6875 -6.2860 -3.5952
H 2.1846 -5.9319 -2.1989
O 5.6103 -4.8121 -3.7616
H 5.5174 -5.6516 -3.2908
H 4.7203 -4.4360 -3.7449
O 7.3960 -3.2676 -5.5132
H 6.7549 -3.1018 -6.2172
H 6.8629 -3.6279 -4.7900
O 6.9450 -1.8399 -8.2412
H 6.9323 -1.1553 -7.5611
H 7.8712 -1.8853 -8.5089
O 2.5104 -6.8303 -5.8410
H 3.2622 -6.2438 -5.6859
H 1.9591 -6.3420 -6.4649
O -3.4381 -3.7249 0.2034
H -2.5073 -3.5830 0.4157
H -3.9104 -3.2113 0.8704
O -4.6583 5.5426 5.4352
H -5.2993 5.6678 4.7240
H -5.1874 5.2116 6.1712
O -0.4627 -7.0458 4.4096
H -0.1830 -6.3901 3.7602
H -0.4541 -7.8791 3.9189
O -5.1547 2.4547 2.9510
H -4.7589 1.8755 3.6190
H -5.7642 1.8782 2.4741
O 3.0963 6.1235 3.0838
H 2.2787 6.4299 2.6697
H 3.7716 6.7204 2.7366
O -4.6589 1.0188 -0.9832
H -4.0698 0.7460 -1.6989
H -4.8084 1.9581 -1.1478
O -0.8263 1.6985 -4.0092
H -0.2119 1.5754 -3.2752
H -0.2989 1.4810 -4.7942
O 3.2060 2.8330 2.3373
H 3.8952 3.0367 2.9826
H 2.5884 2.2744 2.8235
O -1.0766 4.2836 -5.3696
H -1.1700 3.4513 -4.8831
H -1.9640 4.6632 -5.3604
O 0.4119 -8.7596 2.0127
H 0.6919 -8.1042 1.3620
H 0.4196 -9.5918 1.5239
O -4.7812 1.8682 5.8599
H -4.8666 1.0521 6.3659
H -5.6738 2.2345 5.8574
O -7.0832 0.6036 5.2705
H -7.7271 0.7311 4.5593
H -7.6123 0.2717 6.0065
O 1.2669 2.6831 -5.9423
H 1.3968 2.8869 -6.8766
H 1.0986 3.5438 -5.5361
O -2.0569 3.0790 -7.9940
H -1.3668 3.2584 -7.3394
H -2.6817 2.5133 -7.5252
O 4.1016 0.7999 -5.2283
H 4.0870 1.4977 -4.5579
H 5.0261 0.7568 -5.4998
O -9.9886 0.7561 3.8118
H -10.6299 0.8834 3.1021
H -10.5177 0.4245 4.5478
O 5.0076 -7.7712 -4.2418
H 4.1962 -7.4327 -4.6410
H 5.6928 -7.1721 -4.5651
O 3.1288 7.2188 6.2440
H 3.7385 7.1193 6.9856
H 3.6595 6.9854 5.4714
```